No. 1
{
  "formula": "C25H47Cl2NO3PmSi2",
  "method": "ωB97M-V with the def2-TZVPD basis set",
  "symbols": ["O", "O", "C", "C", "H", "H", "H", "H", "H", "C", "C", "H", "H", "H", "H", "H", "C", "C", "C", "H", "H", "H", "H", "H", "C", "H", "H", "H", "H", "H", "H", "Pm", "C", "Si", "H", "H", "C", "C", "C", "C", "Si", "H", "H", "C", "C", "C", "H", "H", "H", "H", "H", "H", "H", "H", "H", "H", "H", "H", "H", "H", "H", "H", "H", "H", "Cl", "C", "C", "C", "Cl", "C", "C", "C", "C", "N", "C", "C", "O", "H", "H", "H", "H"],
  "xyz": [[-1.22307, -1.80343, -1.08198], [-2.13340, -0.46410, -2.85263], [-0.10155, -2.68908, -1.14462], [0.15743, -3.47713, 0.10027], [0.77108, -2.04981, -1.39991], [-0.30608, -3.31491, -2.02240], [0.27086, -2.77977, 0.93650], [1.08618, -4.04176, -0.05975], [-0.64210, -4.19327, 0.32571], [-2.26806, -1.98280, -0.09156], [-3.18907, -3.06569, -0.57239], [-2.76297, -1.00034, -0.02923], [-1.84545, -2.18003, 0.91627], [-3.53274, -2.87491, -1.59611], [-4.07985, -3.13241, 0.06044], [-2.66569, -4.03425, -0.55456], [-3.24205, 0.44666, -2.97286], [-1.92349, -1.41181, -3.92197], [-4.43222, 0.01417, -2.16335], [-3.48889, 0.57066, -4.04608], [-2.80910, 1.38004, -2.57012], [-4.79472, -0.95886, -2.52255], [-5.20598, 0.77369, -2.28083], [-4.20183, -0.06912, -1.10062], [-3.16497, -2.16092, -4.27098], [-1.12809, -2.09447, -3.57008], [-1.52264, -0.83750, -4.77386], [-3.55751, -2.68093, -3.39337], [-2.94714, -2.90343, -5.03709], [-3.92195, -1.46273, -4.63750], [-0.91625, -0.10155, -1.72897], [0.75626, 1.26268, 1.19189], [-0.12584, 0.77694, -1.41489], [0.47528, 1.48828, -3.05759], [-0.70116, 1.52297, -0.81316], [0.68966, 0.20971, -0.89275], [1.25686, 0.08941, -4.05901], [1.80823, 2.76332, -2.72825], [-0.78243, 2.32822, -4.22211], [2.72046, 0.11203, 0.38477], [3.74093, 1.10716, 1.56789], [3.06534, 0.12983, -0.65940], [2.56727, -0.94346, 0.67093], [4.39896, 2.59491, 0.63981], [5.11764, 0.04825, 2.25294], [2.74790, 1.80827, 3.04611], [-0.22503, 2.89120, -4.99287], [-1.41944, 3.04768, -3.69278], [-1.45098, 1.62992, -4.75353], [2.13069, -0.30074, -3.51838], [1.60685, 0.47125, -5.03223], [0.59603, -0.75857, -4.26023], [2.38653, 2.48771, -1.83157], [1.34021, 3.75022, -2.57146], [2.48029, 2.80062, -3.60043], [5.41513, -0.69196, 1.49569], [4.79058, -0.49626, 3.15332], [5.99411, 0.66225, 2.51091], [2.29400, 1.06467, 3.71842], [2.02320, 2.64006, 2.86027], [3.53650, 2.29369, 3.64263], [5.26460, 3.00330, 1.17677], [3.65227, 3.39401, 0.54242], [4.71491, 2.29776, -0.36754], [1.13373, -3.28153, 3.75172], [0.53719, -1.81202, 4.40400], [0.50038, -1.55516, 5.77330], [0.09660, -0.31629, 6.28570], [0.17467, -0.04479, 7.98145], [-0.36710, 0.74115, 5.42417], [-0.67248, 2.07334, 5.80706], [-0.95075, 3.03194, 4.84239], [-0.92326, 2.66636, 3.48163], [-0.62676, 1.40768, 3.09182], [-0.40912, 0.43248, 4.03554], [0.13909, -0.79020, 3.49632], [0.41543, -0.80384, 2.20543], [0.82547, -2.36042, 6.45643], [-0.67951, 2.31397, 6.86906], [-1.19343, 4.05373, 5.10807], [-1.14473, 3.33811, 2.65553]],
  "forces_ev_per_a": [[0.02, -0.30, 1.57], [-1.04, -0.17, -1.13], [-0.57, 0.34, -0.59], [0.35, -0.22, 0.17], [-0.33, -0.30, 0.17], [0.37, -0.32, 0.17], [0.17, -0.33, -0.02], [-0.18, 0.10, 0.28], [0.19, 0.16, -0.05], [1.08, 0.22, -0.43], [-0.48, -0.46, 0.17], [0.13, -0.34, -0.11], [-0.19, -0.03, -0.55], [0.21, 0.02, 0.44], [0.10, -0.12, 0.01], [-0.29, 0.25, -0.04], [1.25, -0.07, -0.30], [0.49, 0.76, 0.53], [-0.31, -0.21, -0.19], [0.01, 0.22, 0.53], [-0.50, -0.06, -0.35], [-0.10, 0.38, 0.21], [-0.20, -0.13, 0.03], [0.04, 0.02, -0.12], [-0.38, -0.22, -0.12], [-0.40, 0.42, -0.09], [-0.19, -0.32, -0.04], [0.04, 0.05, -0.31], [-0.10, 0.02, -0.11], [-0.05, -0.31, -0.11], [1.66, 2.15, 0.96], [0.28, -1.94, -1.31], [-1.42, -1.27, -0.34], [0.20, -0.19, -1.08], [0.12, -0.25, -0.12], [-0.27, 0.49, -0.37], [0.19, 0.00, 0.22], [-0.11, 0.07, 0.14], [-0.13, -0.11, 0.27], [-0.87, 0.06, 0.37], [1.27, -1.10, -1.02], [0.02, 0.30, 0.33], [0.13, 0.38, 0.12], [-0.01, 0.09, 0.16], [0.19, 0.12, 0.43], [-0.22, 0.36, 0.24], [-0.09, -0.23, 0.37], [0.07, -0.03, -0.13], [0.33, 0.18, 0.29], [-0.07, 0.02, -0.16], [-0.08, -0.05, 0.33], [0.06, 0.20, 0.10], [0.04, 0.16, -0.29], [0.35, -0.21, -0.07], [-0.13, 0.20, 0.39], [-0.10, 0.28, 0.23], [0.17, 0.10, -0.26], [-0.18, -0.26, 0.05], [-0.04, 0.12, -0.18], [0.32, -0.21, 0.29], [-0.22, -0.05, -0.17], [-0.17, 0.08, -0.18], [0.15, 0.01, -0.07], [-0.02, 0.09, 0.21], [0.08, 0.00, 0.19], [-0.82, 1.56, -1.31], [-0.22, 0.37, 1.03], [-0.15, -0.31, -0.86], [-0.02, 0.04, 0.24], [0.23, -0.85, 0.10], [-0.13, -0.11, -0.33], [-0.11, -0.29, -0.07], [0.28, -1.72, 0.28], [-0.96, 1.07, 1.54], [1.06, 0.22, -0.14], [0.61, -0.23, 0.21], [-0.31, 0.69, 0.05], [-0.19, 0.68, -0.34], [0.05, 0.08, -0.27], [0.04, -0.12, 0.07], [0.02, 0.32, 0.28]],
  "mulliken_charge": [0.5409, 0.2263, -0.2954, -1.1476, 0.1433, 0.3664, -0.0498, 0.4439, 0.2994, -0.0908, -0.9760, 0.0246, 0.1700, -0.0493, 0.4205, 0.2118, -0.4824, -0.1621, -1.3010, 0.4758, 0.2257, 0.3069, 0.4444, 0.2224, -1.4064, -0.0178, 0.3539, 0.2469, 0.4468, 0.3454, -0.7937, 0.6901, 1.7074, 0.3843, 0.5452, -1.1325, -1.0628, -0.8250, -1.1459, -0.8725, 0.0986, 0.4647, 0.4402, -1.0079, -1.0888, -0.8778, 0.4278, 0.3759, 0.2056, 0.3204, 0.3990, 0.2997, -0.0548, 0.2759, 0.3399, 0.3328, 0.3157, 0.3494, 0.2682, 0.3464, 0.4703, 0.3647, 0.2958, 0.3152, -0.1854, 0.4507, -0.5005, 0.5355, -0.2347, -0.0730, -0.6191, -0.9135, -0.1485, -0.0991, 0.3556, -0.1540, -0.3113, 0.4205, 0.4267, 0.4410, 0.5006],
  "multiplicity": 5,
  "fmax_ev_per_a": 2.88,
  "e_tot_ev": -91668.7274,
  "charge": 1
}

=====

No. 2
{
  "formula": "C3H5Br",
  "method": "ωB97M-V with the def2-TZVPD basis set",
  "symbols": ["Br", "C", "C", "C", "H", "H", "H", "H", "H"],
  "xyz": [[0.35663, 1.92900, 1.23208], [0.69067, 0.43379, 0.13550], [-0.35242, 0.11117, -0.84575], [-0.40296, -0.74607, 0.38063], [1.76908, 0.11038, 0.06760], [0.07884, -0.37835, -1.80899], [-1.11054, 0.85455, -0.91032], [-1.02544, -0.50880, 1.23541], [-0.00387, -1.80566, 0.51385]],
  "forces_ev_per_a": [[0.28, 0.63, 0.28], [0.24, -2.44, 1.17], [1.28, -1.72, -1.91], [2.36, -0.23, 1.01], [-1.50, 0.65, -0.15], [-1.29, 1.00, 1.63], [-0.54, 0.29, -0.60], [-0.38, 0.23, -0.48], [-0.46, 1.59, -0.94]],
  "mulliken_charge": [-0.1739, -0.0948, -0.4784, -0.5830, 0.3571, 0.2011, 0.2829, 0.2766, 0.2125],
  "smiles": "BrC1CC1",
  "fmax_ev_per_a": 2.87,
  "e_tot_ev": -73233.0062
}

=====

No. 3
{
  "formula": "C4H6N2S",
  "method": "ωB97M-V with the def2-TZVPD basis set",
  "symbols": ["C", "N", "N", "C", "C", "C", "S", "H", "H", "H", "H", "H", "H"],
  "xyz": [[-0.93099, -1.40689, 1.28197], [-0.27598, -0.74460, 0.13094], [-0.62725, -1.20540, -1.18511], [-0.08802, -0.33231, -2.06182], [0.41566, 0.73019, -1.41173], [0.29143, 0.47772, 0.00607], [0.69347, 1.41861, 1.37569], [-0.52263, -2.40391, 1.37724], [-2.00331, -1.39339, 1.25645], [-0.53706, -0.94579, 2.15358], [-0.47769, -2.21409, -1.34244], [-0.13677, -0.53636, -3.13231], [0.77618, 1.63348, -1.83121]],
  "forces_ev_per_a": [[1.60, 0.11, -0.86], [-1.08, -1.10, -1.47], [0.03, -1.44, 1.51], [0.11, 0.44, -0.78], [-0.05, -0.11, 0.57], [0.11, 0.75, 1.59], [-0.22, -0.48, -1.17], [-0.26, -0.55, -0.38], [-0.43, 0.15, -0.24], [0.02, 0.93, 0.70], [-0.18, 0.76, 0.29], [-0.01, 0.05, 0.44], [0.36, 0.48, -0.18]],
  "mulliken_charge": [-0.9198, 0.2125, -0.3674, -0.2153, -0.5972, 0.2250, -0.4139, 0.3185, 0.3291, 0.3426, 0.2707, 0.4011, 0.4142],
  "smiles": "Cn1[nH]ccc1=S",
  "fmax_ev_per_a": 2.14,
  "e_tot_ev": -18059.4612
}

=====

No. 4
{
  "formula": "C2H3N2OP",
  "method": "ωB97M-V with the def2-TZVPD basis set",
  "symbols": ["C", "C", "N", "N", "O", "P", "H", "H", "H"],
  "xyz": [[-0.02526, 0.87409, 0.87568], [-0.34967, -0.49718, 0.32611], [-0.47784, 1.49910, 1.81246], [-0.17489, -1.79858, 2.26430], [-0.89568, -1.47458, 1.19069], [0.02252, -2.94126, 3.19761], [0.80920, 1.12144, 0.15354], [-0.90262, -0.26561, -0.51704], [0.66411, -0.81221, -0.22112]],
  "forces_ev_per_a": [[1.45, -1.12, -1.45], [3.86, -0.91, 1.04], [-0.29, 0.70, 0.79], [1.25, 3.01, -1.49], [-1.68, -0.21, -1.70], [-0.06, -2.30, 1.70], [-0.46, 1.27, 0.86], [-2.26, -0.34, -1.37], [-1.82, -0.10, 1.63]],
  "mulliken_charge": [0.1857, -0.3390, -0.4719, -0.0219, -0.1151, -0.1238, 0.2507, 0.3816, 0.2537],
  "multiplicity": 3,
  "fmax_ev_per_a": 4.10,
  "e_tot_ev": -16432.5303
}

=====

No. 5
{
  "formula": "HN2O5S",
  "method": "ωB97M-V with the def2-TZVPD basis set",
  "symbols": ["N", "N", "O", "O", "O", "O", "O", "S", "H"],
  "xyz": [[1.50421, 0.91131, -0.30046], [0.91954, 1.49454, 0.62334], [1.27007, 2.37637, 1.40417], [-2.42653, 1.15989, 1.56752], [-1.26823, -0.73671, 0.49994], [-0.98929, -0.46169, 2.96758], [0.88295, -0.19246, -0.93753], [-1.37088, 0.19642, 1.62165], [0.10293, -0.38408, -0.52167]],
  "forces_ev_per_a": [[1.06, 0.44, -0.05], [-2.04, -1.73, 0.63], [0.61, -0.16, -1.11], [-0.86, 0.48, 0.30], [-0.65, -0.23, -0.08], [-1.34, 2.01, -3.26], [4.02, 2.20, -1.44], [3.14, -2.15, 2.69], [-3.92, -0.87, 2.33]],
  "mulliken_charge": [-0.2943, 0.5113, -0.5430, -0.4753, -0.6201, -0.5295, -0.3146, 0.8537, 0.4118],
  "fmax_ev_per_a": 4.80,
  "e_tot_ev": -24065.4705,
  "charge": -1
}